[1]
The following is a quantum chemistry calculation of C10H19N4 as an isolated structure in a non-equilibrium geometry, from the Open Molecules 2025 dataset.

Last column: Löwdin charge in e.
CARTESIAN COORDINATES (ANGSTROEM)
C: 1.312 -3.911 -0.748  -0.07
C: 2.319 -4.151 0.186  -0.05
C: 0.654 -2.751 -0.683  -0.11
C: 2.701 -3.203 1.072  -0.04
C: 1.035 -1.746 0.193  0.02
C: 2.156 -1.934 1.032  -0.30
C: -2.045 -1.583 0.800  -0.05
C: -0.459 4.338 -1.158  -0.17
C: -2.788 3.569 -1.028  -0.12
C: -0.050 -0.178 0.194  -0.14
N: 2.680 -0.996 1.907  0.10
N: 0.494 0.995 0.006  0.17
N: -1.337 -0.315 0.608  0.01
N: -1.350 3.150 -1.209  -0.23
H: 1.078 -4.764 -1.369  0.12
H: 2.918 -4.985 0.116  0.09
H: -0.227 -2.633 -1.258  0.10
H: 3.647 -3.233 1.621  0.13
H: -1.306 -2.153 1.400  0.10
H: -2.923 -1.343 1.392  0.09
H: -2.308 -2.106 -0.144  0.10
H: -0.376 4.622 -0.072  0.09
H: 0.603 4.191 -1.457  0.08
H: -0.728 5.217 -1.744  0.07
H: -2.844 4.519 -0.207  0.15
H: -3.225 4.034 -1.949  0.08
H: -3.370 2.788 -0.599  0.03
H: 3.319 -1.292 2.694  0.14
H: 2.119 -0.241 2.235  0.07
H: -0.057 1.915 -0.047  0.12
H: 1.482 1.041 -0.268  0.14
H: -1.971 0.480 0.609  0.14
H: -1.154 2.661 -2.124  0.12

Values from the calculation:
energy relative to the best compared isomer or geometry (same formula, charge and spin) = 125.00 kJ/mol
2S+1 = 1
E = -16630.42829 eV
highest occupied orbital energy = -11.5492 eV
Kohn-Sham gap = 8.82 eV
net charge = +1



[2]
The following is a quantum chemistry calculation of a 2-piece molecular cluster, C25H26B2Cl4F3O3S overall in a non-equilibrium geometry, from the Open Molecules 2025 dataset.

Last column: Löwdin charge in e.
CARTESIAN COORDINATES (ANGSTROEM)
Cl: 3.119 2.249 -4.360  0.51
B: 2.293 0.601 -4.272  -1.83
Cl: 2.525 -0.400 -5.842  0.48
Cl: 2.852 -0.413 -2.786  0.61
O: 0.833 0.843 -4.092  -0.05
C: 0.011 -0.085 -3.761  -0.05
C: -1.373 0.105 -4.146  -0.19
C: -2.229 -1.001 -4.308  0.00
C: -3.592 -0.794 -4.487  -0.08
C: -4.093 0.521 -4.522  -0.66
Cl: -5.785 0.785 -4.561  0.71
C: -3.223 1.625 -4.490  -0.08
C: -1.863 1.420 -4.332  0.02
H: 0.387 -1.052 -3.414  0.13
H: -1.795 -2.002 -4.286  0.13
H: -4.283 -1.628 -4.568  0.11
H: -3.620 2.636 -4.563  0.11
H: -1.160 2.254 -4.327  0.14
C: 0.748 0.426 7.083  -0.14
C: 0.547 -0.109 5.715  -0.61
C: 0.388 -1.431 5.337  -0.15
C: 0.261 -1.608 3.908  -0.13
C: 0.361 -0.414 3.222  -0.37
B: 0.224 -0.139 1.615  -0.97
C: 1.785 -0.282 1.081  -0.08
C: 2.275 -1.531 0.744  -0.03
C: 3.580 -1.662 0.260  -0.05
C: 4.354 -0.520 0.105  -0.21
C: 5.725 -0.637 -0.509  -0.54
F: 6.061 0.484 -1.211  0.10
F: 6.692 -0.815 0.449  0.10
F: 5.811 -1.698 -1.363  0.10
C: 3.885 0.731 0.478  -0.03
C: 2.583 0.844 0.976  -0.02
O: -0.624 -1.184 1.126  0.06
C: -1.583 -0.480 0.362  -0.47
C: -1.054 -0.296 -1.057  -0.02
C: -2.876 -1.270 0.339  -0.01
C: -1.663 0.959 1.102  -0.48
C: -2.103 2.121 0.221  -0.01
C: -2.536 0.871 2.346  -0.02
O: -0.312 1.181 1.472  0.02
S: 0.478 0.928 4.312  1.06
H: 0.715 -0.393 7.807  0.07
H: 1.723 0.921 7.158  0.07
H: -0.033 1.154 7.332  0.06
H: 0.357 -2.251 6.051  0.09
H: 0.127 -2.581 3.444  0.10
H: 1.662 -2.420 0.866  0.11
H: 3.972 -2.633 -0.025  0.11
H: 4.513 1.609 0.367  0.11
H: 2.213 1.816 1.291  0.11
H: -1.827 0.136 -1.702  0.07
H: -0.171 0.361 -1.081  0.11
H: -0.754 -1.263 -1.476  0.10
H: -3.628 -0.741 -0.259  0.08
H: -2.696 -2.248 -0.120  0.09
H: -3.266 -1.422 1.351  0.08
H: -3.119 1.953 -0.153  0.08
H: -2.104 3.038 0.821  0.09
H: -1.422 2.258 -0.627  0.08
H: -3.588 0.789 2.045  0.08
H: -2.270 0.006 2.968  0.09
H: -2.416 1.779 2.945  0.09

Values from the calculation:
energy relative to the best compared isomer or geometry (same formula, charge and spin) = 169.36 kJ/mol
2S+1 = 1
E = -102928.01360 eV
highest occupied orbital energy = -4.5846 eV
Kohn-Sham gap = 4.44 eV
net charge = -1